The following is a quantum chemistry calculation of 2 unconnected molecules or ions with the total composition C3H13N2O3Si, from the Open Molecules 2025 dataset.

The calculation puts the electronic energy at -746.66971 Eh. The HOMO energy comes out at -13.1301 eV. Its gap between HOMO and LUMO is 10.2 eV. The energy above the lowest of the compared OMol25 structures with the same formula, charge and spin comes out at 0.0 kJ/mol.

Structure (ORCA input):
```
! wB97M-V def2-TZVPD RIJCOSX def2/J DEFGRID3
* xyz 1 1
C 1.121 -2.297 0.494
C -0.351 0.576 -3.102
C -1.982 0.953 0.972
N 2.138 1.198 -0.513
N -1.423 0.179 2.364
O 0.636 -0.957 0.486
O 0.032 -0.153 -1.951
O -1.007 1.587 0.457
Si 0.793 0.190 -0.616
H 0.537 -2.853 1.228
H 2.172 -2.304 0.782
H 1.010 -2.762 -0.484
H -0.700 1.569 -2.824
H -1.158 0.022 -3.580
H 0.492 0.656 -3.788
H -2.785 1.588 1.375
H -2.396 0.089 0.431
H 2.248 1.996 -1.124
H 2.615 1.354 0.363
H -0.649 -0.402 2.024
H -2.142 -0.369 2.832
H -1.048 0.897 2.986
*
```

natural (NBO) atomic charge list, values in e, 6 entries:
1. C -0.242
2. C -0.242
3. C 0.187
4. N -1.322
5. N -0.789
6. O -0.956